{"formula": "BrH5N3OP", "method": "ωB97M-V/def2-TZVPD", "symbols": ["N", "N", "N", "O", "P", "Br", "H", "H", "H", "H", "H"], "xyz": [[-1.80, 0.16, -0.34], [0.11, 0.44, 1.43], [0.52, 0.39, -1.38], [0.06, -1.74, 0.20], [-0.14, -0.30, -0.03], [3.31, -0.28, 0.04], [-2.28, -0.63, -0.57], [-2.07, 0.94, -1.06], [0.75, -0.10, 2.03], [0.44, 1.36, 1.62], [1.09, -0.24, -1.93]], "e_lumo_ev": [-4.8, -4.7], "e_above_lowest_kj_mol": 334.2, "homo_lumo_gap_ev": [5.09, 5.15]}


{"formula": "C2H7N3", "method": "ωB97M-V/def2-TZVPD", "symbols": ["C", "C", "H", "H", "H", "H", "H", "H", "H", "N", "N", "N"], "xyz": [[1.55, 0.24, -0.71], [0.10, -0.13, -0.52], [1.90, 1.13, 0.10], [2.29, -0.72, -0.62], [1.64, 0.76, -1.64], [-1.56, -0.59, -0.86], [0.54, 0.08, 1.49], [-2.09, 0.80, 1.10], [-1.94, -1.00, 0.96], [-0.63, -0.61, -1.41], [-0.29, 0.17, 0.77], [-1.52, -0.13, 1.35]], "e_lumo_ev": 0.9, "e_above_lowest_kj_mol": 232.6, "smiles": "[H]/N=C(/C)NN", "homo_lumo_gap_ev": 10.15}


{"formula": "FNO2S", "method": "ωB97M-V/def2-TZVPD", "symbols": ["N", "O", "O", "F", "S"], "xyz": [[-1.07, -0.16, -0.08], [-1.55, -0.24, -1.17], [-1.27, 0.21, 0.98], [2.34, 0.34, 0.80], [1.55, -0.16, -0.53]], "e_lumo_ev": [-2.7, -2.7], "e_above_lowest_kj_mol": 257.7, "homo_lumo_gap_ev": [6.78, 6.78]}


{"formula": "C5H8O2", "method": "ωB97M-V/def2-TZVPD", "symbols": ["C", "C", "C", "O", "C", "C", "O", "H", "H", "H", "H", "H", "H", "H", "H"], "xyz": [[1.67, -0.53, 0.23], [0.43, 0.14, 0.79], [0.04, 1.51, 0.25], [-0.57, 0.81, -1.50], [-1.26, 0.89, -0.24], [-0.98, -0.45, 0.45], [-1.10, -1.62, -0.30], [2.55, 0.11, 0.38], [1.56, -0.70, -0.85], [1.84, -1.49, 0.71], [0.54, 0.30, 1.87], [-0.15, 1.68, -1.64], [-2.25, 1.35, -0.32], [-1.58, -0.58, 1.35], [-0.74, -1.43, -1.18]], "e_lumo_ev": 0.1, "e_above_lowest_kj_mol": 476.8, "homo_lumo_gap_ev": 9.04}


{"formula": "C11H22N2", "method": "ωB97M-V/def2-TZVPD", "symbols": ["C", "C", "C", "C", "C", "C", "C", "C", "C", "C", "C", "N", "N", "H", "H", "H", "H", "H", "H", "H", "H", "H", "H", "H", "H", "H", "H", "H", "H", "H", "H", "H", "H", "H", "H"], "xyz": [[0.67, 0.11, 0.15], [-1.60, 0.30, 0.16], [-0.45, -1.26, 1.48], [-0.31, -2.75, 1.38], [-4.23, 0.25, 0.06], [2.10, -0.36, -1.65], [2.92, -0.93, 0.56], [2.77, 1.53, -0.06], [-0.28, 2.07, -0.95], [-2.85, 0.90, -0.28], [2.09, 0.17, -0.23], [-1.64, -0.79, 0.92], [-0.36, 0.81, -0.21], [-0.02, -0.65, 2.37], [-1.32, -3.14, 1.01], [0.03, -3.23, 2.29], [0.52, -3.05, 0.63], [-4.29, -0.88, -0.09], [-4.93, 0.52, -0.79], [-4.81, 0.55, 0.84], [1.20, -0.59, -2.31], [2.57, 0.46, -2.26], [2.86, -1.19, -1.76], [3.99, -0.89, 0.36], [2.65, -1.98, 0.21], [2.89, -0.71, 1.61], [3.15, 1.84, 0.90], [2.19, 2.41, -0.48], [3.66, 1.50, -0.64], [-1.24, 2.52, -1.25], [0.42, 1.89, -1.70], [0.08, 2.88, -0.28], [-2.95, 1.83, 0.03], [-2.91, 0.98, -1.35], [-2.57, -1.11, 1.34]], "e_lumo_ev": -9.1, "charge": 2, "e_above_lowest_kj_mol": 440.3, "homo_lumo_gap_ev": 8.64}


{"formula": "C21H33Cl2MnN4O3", "method": "ωB97M-V/def2-TZVPD", "symbols": ["O", "C", "C", "C", "H", "C", "H", "C", "H", "C", "H", "C", "H", "H", "C", "C", "H", "H", "H", "C", "C", "H", "H", "H", "H", "Mn", "Cl", "Cl", "H", "H", "C", "C", "N", "H", "C", "O", "H", "H", "H", "H", "H", "H", "C", "C", "N", "H", "C", "O", "H", "H", "H", "H", "C", "C", "N", "C", "C", "N", "H", "H", "H", "H", "H", "H"], "xyz": [[0.24, -0.06, -1.00], [-0.66, 0.25, -1.97], [-0.33, 1.58, -2.69], [0.47, 2.56, -2.10], [0.86, 2.40, -1.09], [0.72, 3.76, -2.78], [1.35, 4.51, -2.30], [0.14, 3.99, -4.03], [0.31, 4.93, -4.55], [-0.67, 3.00, -4.62], [-1.15, 3.18, -5.58], [-0.88, 1.80, -3.96], [-1.50, 1.01, -4.38], [-0.64, -0.52, -2.77], [-2.75, -1.14, -1.32], [-2.13, 0.22, -1.39], [-3.81, -1.09, -1.60], [-2.68, -1.55, -0.30], [-2.22, -1.83, -2.00], [-2.74, 1.37, -1.08], [-4.12, 1.49, -0.53], [-2.23, 2.31, -1.30], [-4.76, 2.00, -1.27], [-4.11, 2.10, 0.37], [-4.56, 0.52, -0.28], [-0.43, -0.06, 0.91], [0.30, 2.00, 1.15], [-2.43, -0.16, 1.88], [4.78, 1.33, -1.79], [4.96, 1.67, 0.83], [3.70, 1.41, -1.58], [3.87, 1.55, 0.90], [3.39, 0.84, -0.28], [3.14, 0.86, -2.34], [2.79, -0.36, -0.16], [2.36, -0.84, 0.90], [3.61, 0.96, 1.79], [2.70, -0.89, -1.13], [3.42, 2.47, -1.61], [3.41, 2.54, 0.95], [-0.44, -5.36, 1.58], [1.40, -5.74, -0.36], [-0.92, -4.76, 0.80], [0.86, -4.97, -0.93], [0.09, -4.12, -0.03], [-1.56, -4.00, 1.26], [0.30, -2.81, 0.05], [-0.45, -2.07, 0.76], [1.56, -4.36, -1.49], [1.14, -2.40, -0.53], [-1.51, -5.44, 0.17], [0.18, -5.48, -1.63], [-1.09, 1.76, 4.24], [-0.38, 0.47, 4.24], [0.14, -0.26, 3.25], [0.75, -1.36, 3.82], [0.55, -1.32, 5.18], [-0.18, -0.18, 5.43], [-2.14, 1.60, 4.50], [-0.63, 2.40, 5.00], [-1.00, 2.22, 3.26], [1.27, -2.10, 3.24], [0.87, -1.99, 5.96], [-0.52, 0.17, 6.32]], "e_lumo_ev": [-1.1, 0.4], "e_above_lowest_kj_mol": 0.0, "spin_multiplicity": 5, "homo_lumo_gap_ev": [6.93, 8.44], "s_squared": 6.123}